# 1
100
Properties=species:S:1:pos:R:3:mulliken_spin:R:1 method="wB97M-V/def2-TZVPD" de_lowest_kcal_mol=17.62 homo_energy_ha="-0.471 / -0.475" total_charge=+2 mol_weight_g_mol=1105.82 multiplicity=2 s_squared=0.76 total_energy_ev=-173743.3031
Ta 0.2346 -0.3315 1.2375 0.001
Sb -0.4577 -2.5551 3.9059 -0.002
Se 1.6225 -1.0696 -0.5302 0.002
S -1.5435 -0.9339 5.2595 0.910
S -1.4137 -2.0050 1.7849 0.058
S 1.4542 -1.3495 3.0247 0.017
S -1.7532 -0.3333 -0.7081 0.012
Si 3.1396 -2.6951 -1.4241 0.000
O -0.0989 1.7052 0.0892 -0.006
O -2.2822 4.7648 5.5317 0.000
O 3.6680 4.1403 5.5965 0.000
N 0.5916 3.7375 -0.7016 0.000
N -3.6300 -1.9146 -1.5896 0.002
N 1.5659 1.2582 2.0757 -0.020
N -1.5514 -2.9369 -1.3178 -0.004
N 3.2012 2.7377 -0.9849 0.000
N -1.0240 1.0457 2.5636 0.063
C 5.4806 3.3845 -1.3393 0.000
C -4.2322 -1.9544 -4.0149 0.000
C 4.4586 -1.7216 -2.3166 0.000
C 3.7820 -3.6518 0.0442 0.000
C -0.1325 2.6225 -0.7666 -0.004
C -1.0318 2.8878 4.0788 -0.018
C -2.2013 -6.6340 -2.1706 0.000
C -2.4185 2.8471 4.1549 -0.023
C -3.1763 3.8011 5.0292 0.000
C -2.3617 1.0141 2.6201 0.032
C -1.9612 -4.3359 -1.1439 0.000
C 3.2978 2.8245 3.5813 0.000
C 5.2752 4.5660 -0.6462 0.000
C 3.0142 3.8779 -0.3188 0.000
C -0.3683 1.9800 3.2731 0.004
C 4.2298 3.6981 4.3855 0.000
C -2.3409 -1.8716 -1.2279 0.008
C -3.7157 -6.6676 -2.3373 0.000
C -4.0807 0.5978 -3.7856 0.000
C -4.9797 -0.6151 -4.0040 0.000
C 3.7636 2.0675 2.5158 0.000
C -4.2272 -2.6970 -2.6818 0.000
C 2.8778 1.2895 1.7992 -0.001
C 2.0699 -3.6995 -2.5822 0.000
C 4.0115 4.8228 -0.1316 0.000
C -1.0438 2.5759 -1.9653 0.001
C 4.4125 2.5115 -1.4878 0.000
C 1.9372 2.7890 3.8648 0.001
C 1.6264 4.0878 0.2464 0.000
C -3.0867 1.8939 3.3942 -0.016
C -1.6020 -5.2360 -2.3187 0.000
C 1.0981 2.0103 3.0917 -0.012
H -1.7403 -7.2894 -2.9111 0.000
H -2.7311 5.3192 6.1766 0.000
H -3.4000 0.7233 -4.6308 0.000
H -1.9229 -7.0470 -1.1956 0.000
H -5.2470 -2.9391 -2.3765 0.000
H 2.9724 -4.1639 0.5663 0.000
H 6.4416 3.1442 -1.7738 0.000
H 6.0775 5.2825 -0.5248 0.000
H 5.0725 -1.1462 -1.6227 0.000
H -2.8414 0.2481 2.0289 -0.007
H 5.1838 3.1828 4.5284 0.000
H 4.5040 -4.4057 -0.2803 0.000
H 2.6925 -4.3781 -3.1706 0.000
H 1.4899 5.1317 0.5331 0.000
H -5.4994 -0.4909 -4.9547 0.000
H -4.1184 -1.0598 -1.3710 -0.001
H -4.0125 -6.2558 -3.3055 0.000
H -4.0929 -7.6888 -2.2916 0.000
H 1.3525 -4.3085 -2.0269 0.000
H -1.9778 2.0890 -1.7198 0.000
H -0.5126 -5.3064 -2.3887 0.000
H -1.4611 -4.6962 -0.2404 0.001
H 4.5422 1.5873 -2.0425 0.000
H 4.4423 4.5911 3.7912 0.000
H 3.8019 5.7439 0.3982 0.000
H 3.8264 3.4905 6.2884 0.000
H 4.2844 -2.9939 0.7549 0.000
H 4.0248 -1.0496 -3.0587 0.000
H 0.4143 4.3989 -1.4394 0.000
H -3.4597 0.5059 -2.8911 0.001
H -3.2006 -1.8048 -4.3511 0.000
H -4.2346 -6.1036 -1.5586 0.000
H -3.0260 -4.3482 -0.9204 0.000
H -3.7008 -3.6392 -2.7787 0.000
H 5.1165 -2.4165 -2.8452 0.000
H -3.6468 3.2233 5.8333 0.000
H -0.5879 -2.7318 -1.0927 -0.003
H 1.5582 3.3696 4.6922 0.000
H -0.4920 3.6348 4.6394 0.002
H 3.2035 0.6757 0.9763 0.001
H -4.1668 1.8227 3.4057 0.000
H -0.5564 1.9952 -2.7516 0.000
H -4.6662 1.5140 -3.6952 0.000
H -3.9774 4.2556 4.4362 0.000
H -1.2430 3.5753 -2.3501 0.000
H 1.5227 -3.0641 -3.2805 0.000
H -5.7766 -0.6441 -3.2511 0.000
H 4.8120 2.0620 2.2432 0.000
H 1.4788 3.4926 1.1422 0.000
H -1.9326 -4.7825 -3.2582 0.000
H -4.6876 -2.6350 -4.7380 0.000

---

# 2
85
Properties=species:S:1:pos:R:3:mulliken_charge:R:1 method="wB97M-V/def2-TZVPD" de_lowest_kcal_mol=56.21 homo_energy_ha=-0.015 total_charge=-2 mol_weight_g_mol=996.97 total_energy_ev=-146407.2297
Pb -0.4801 -0.1078 -0.3076 1.008
As 1.9140 -2.4554 0.2991 0.780
S 1.0312 2.2775 1.7641 -0.106
S -0.6942 -2.4843 2.1671 -0.468
O -0.5373 1.9113 1.3389 -0.097
O 0.4758 -1.4992 -2.3820 0.960
O 0.0436 -2.4482 -4.3179 -0.586
O -2.7248 0.9004 -0.0501 -0.502
O -4.8976 0.8567 -0.6235 -0.775
N 2.8216 3.6504 0.7776 -1.056
N -2.1323 -0.7455 -2.0943 0.386
N 0.6758 1.7703 -1.4873 -0.262
N 3.7463 3.9757 -0.2283 -0.149
N 1.6792 2.5912 -0.9645 -0.653
C 2.5057 -4.4733 -1.8293 -0.098
C -3.3876 -0.3505 -1.9590 0.241
C 6.8893 2.7162 1.2195 -0.501
C 6.4225 -1.2849 -0.5891 -0.508
C 6.1269 -1.8514 0.6414 -0.713
C -1.7689 -1.4676 -3.1476 0.025
C 2.1435 -5.4785 -2.7241 -0.645
C 0.8870 1.4853 -2.8079 -0.272
C 1.8445 -3.5874 1.8813 -0.380
C 0.6100 -4.2398 3.8315 -0.643
C 5.4149 -1.1336 -1.5333 -0.762
C 2.1708 1.4288 -3.4071 -0.274
C 5.5340 2.9609 1.0636 -0.272
C 1.6104 -5.1306 4.1725 -0.337
C 5.0619 3.6459 -0.0704 0.216
C -0.0870 -5.4579 -1.8405 -0.647
C 1.5738 -3.9458 -0.9424 0.636
C 7.8169 3.1324 0.2673 -0.596
C 0.6716 -3.4621 2.6560 0.312
C -3.7137 0.5539 -0.7568 -0.076
C -0.3192 -1.7808 -3.2260 -0.234
C 6.0006 4.0347 -1.0476 -0.419
C 3.8260 -2.1686 -0.0243 0.075
C 2.7182 -5.3063 3.3454 -0.942
C -4.0037 -1.4747 -3.9598 -0.425
C 4.1292 -1.5657 -1.2488 -0.515
C 0.8460 -5.9691 -2.7377 -0.457
C -2.6820 -1.8643 -4.1058 -0.836
C -4.3660 -0.6958 -2.8805 -0.526
C 2.8172 -4.5300 2.2007 -0.194
C -1.5267 2.8956 1.6703 -0.807
C 0.2731 -4.4583 -0.9481 -0.598
C 7.3485 3.7819 -0.8737 -0.369
C 4.8343 -2.2789 0.9282 -0.451
C -0.2327 1.2704 -3.6476 -0.218
C 1.8290 2.8919 0.2831 0.735
C -0.0742 0.9540 -4.9885 -0.276
C 1.1959 0.8373 -5.5509 -0.800
C 2.3102 1.0859 -4.7406 -0.477
H 3.3645 3.8796 -1.1671 0.405
H 6.9025 -1.9505 1.3917 0.366
H -5.3737 -0.3392 -2.7238 0.538
H 7.2269 2.1674 2.0928 0.327
H -0.2681 -4.1363 4.4570 0.371
H 8.8765 2.9532 0.4070 0.348
H 0.9965 -2.6121 -4.2078 0.427
H -2.3447 -2.4607 -4.9411 0.546
H -1.2238 1.3848 -3.2183 0.406
H -1.1046 -5.8323 -1.8440 0.411
H 3.3357 -1.4068 -1.9734 0.454
H 2.8795 -5.8717 -3.4165 0.392
H -0.9574 0.7922 -5.6013 0.394
H 1.3172 0.5504 -6.5895 0.358
H -1.0841 3.6625 2.3065 0.351
H -0.4573 -4.0562 -0.2494 0.238
H 3.4869 -6.0298 3.5886 0.357
H 3.0349 1.6187 -2.7838 0.561
H 5.6496 4.5367 -1.9429 0.360
H 5.6255 -0.6534 -2.4808 0.448
H 1.5195 -5.7150 5.0825 0.312
H -4.7477 -1.7795 -4.6845 0.425
H 4.8095 2.6244 1.7913 0.511
H 3.6641 -4.6676 1.5377 0.478
H -1.9242 3.3372 0.7615 0.206
H 3.3075 1.0038 -5.1629 0.346
H 3.5210 -4.0964 -1.8316 0.358
H 7.4257 -0.9387 -0.8042 0.371
H 0.5609 -6.7395 -3.4446 0.348
H -2.3314 2.3857 2.1980 0.266
H 8.0509 4.0976 -1.6387 0.334
H 4.6105 -2.6800 1.9074 0.533

---

# 3
104
Properties=species:S:1:pos:R:3:mulliken_charge:R:1 method="wB97M-V/def2-TZVPD" de_lowest_kcal_mol=6.29 homo_energy_ha=-0.346 total_charge=+1 mol_weight_g_mol=896.46 total_energy_ev=-86061.4122
Tl 0.7362 0.0798 -0.1620 2.222
S -2.0160 -1.0060 1.7020 -0.007
S 0.6202 -2.2198 -1.7197 -0.533
Si 1.4116 2.2155 1.8112 -3.736
O 3.0109 -0.5994 0.3932 -0.463
O 0.3786 1.9527 -2.5326 -0.158
O 1.2762 2.5128 -4.5006 -0.527
O 4.8876 -1.6252 -0.3284 -0.776
N 2.5129 0.2352 -2.1013 0.602
N -2.4876 -3.5917 1.3948 0.169
N -3.8841 -1.0081 -3.8965 0.059
N -2.0535 -0.0486 -2.4832 0.814
N -4.3012 -2.3578 2.0478 -0.166
C -0.1941 3.2335 1.6249 3.306
C -2.6087 -1.2300 -1.8088 0.628
C 4.0049 -0.6058 -4.2640 -0.756
C -0.2329 4.0024 0.2980 -2.161
C -3.0906 0.9604 -2.6595 -0.596
C -3.2195 -4.8472 1.3800 -1.082
C 2.2754 0.7262 -3.3233 0.224
C -3.8686 -1.7133 -2.5647 -1.054
C 1.6089 1.2662 3.4466 3.253
C -1.5025 -0.4195 -3.7881 -0.073
C 0.3647 -4.8363 -0.9744 -0.540
C 0.9656 -4.4107 1.6960 -0.286
C 3.1345 4.4136 1.7082 -1.809
C 2.3421 2.1907 4.4367 -1.626
C -2.9806 -2.3971 1.7319 -0.031
C 2.9985 0.3404 -4.4356 -0.693
C 3.8383 -1.0171 -0.4877 -0.057
C 2.4262 -0.0203 3.2438 -2.213
C 2.8948 3.1397 -0.4360 -1.850
C -4.9306 -1.1798 2.6376 -0.928
C 1.2147 1.7712 -3.3859 -0.131
C 0.6686 -5.6939 1.2584 -0.730
C 4.2426 2.1915 1.4045 -1.953
C -0.2243 4.2417 2.7925 -1.739
C 0.2644 0.8537 4.0586 -2.453
C 0.3770 -5.9016 -0.0848 -0.703
C 4.2681 -1.0851 -2.9994 -0.790
C 2.9821 3.0117 1.0899 3.458
C 0.9586 -3.3401 0.8093 -0.190
C -4.1394 0.4602 -3.6874 -0.730
C -2.5638 -1.2031 -4.5950 -1.120
C 0.6529 -3.5348 -0.5421 1.033
C 3.4992 -0.6295 -1.9328 0.638
C -1.4571 2.3673 1.6814 -1.630
H -4.6247 -1.3961 -4.4720 0.315
H 1.2048 -4.2375 2.7389 0.434
H -3.8592 -2.7879 -2.7453 0.413
H -1.1991 0.4869 -4.3150 0.426
H 3.3528 2.4338 4.1040 0.332
H -1.1087 4.8797 2.6884 0.561
H 0.4668 0.2784 4.9686 0.601
H -1.5097 -3.6086 1.1457 -0.027
H 5.0928 2.6576 0.8943 0.623
H -2.8506 -0.9726 -0.7796 -0.361
H 5.0627 -1.7893 -2.7925 0.615
H -2.3448 -2.2697 -4.6071 0.367
H 3.1960 4.3811 2.8002 0.325
H -2.6364 1.8889 -3.0038 0.334
H -2.3337 3.0195 1.5842 0.582
H -4.7912 -1.4580 -2.0444 0.293
H 2.4261 1.6714 5.3966 0.542
H -1.8174 -1.9786 -1.7777 -0.078
H 2.3159 5.0828 1.4299 0.362
H 0.1572 -6.9005 -0.4425 0.395
H -3.5543 1.1541 -1.6913 0.389
H -1.4847 1.6416 0.8662 -0.174
H 3.8127 3.6150 -0.8005 0.611
H -0.2875 3.7417 3.7625 0.334
H -1.1917 4.5297 0.2286 0.615
H -4.7290 -0.3123 2.0171 0.259
H 2.8181 2.1570 -0.8983 0.048
H -2.6633 -0.8484 -5.6191 0.390
H -2.4986 -5.6570 1.3630 0.298
H 0.1430 -4.9993 -2.0231 0.473
H -1.5584 1.8184 2.6164 0.346
H 2.7864 0.7718 -5.4044 0.575
H -3.8396 -4.9608 2.2715 0.392
H -4.5425 -0.9704 3.6350 0.303
H 0.6362 3.2325 -4.4252 0.431
H 3.4143 0.1607 2.8257 0.374
H 4.0651 4.8538 1.3368 0.567
H 2.5507 -0.5126 4.2150 0.631
H -3.8575 -4.9327 0.4965 0.293
H -0.3138 0.2140 3.3861 0.362
H 4.4747 2.1766 2.4711 0.344
H 4.1590 1.1647 1.0487 0.074
H 4.5792 -0.9439 -5.1173 0.463
H 0.6558 4.8908 2.8034 0.329
H 2.0502 3.7459 -0.7641 0.286
H -0.1539 3.3303 -0.5600 0.343
H -4.0381 0.9528 -4.6528 0.327
H 1.8030 3.1278 4.6093 0.319
H -6.0049 -1.3499 2.6870 0.380
H -0.6246 -1.0402 -3.6311 -0.074
H 0.6778 -6.5252 1.9518 0.405
H 1.9198 -0.7135 2.5713 0.361
H -4.7280 -3.2371 2.2870 0.206
H -5.1608 0.5864 -3.3357 0.356
H -0.3490 1.7106 4.3474 0.320
H 1.2176 -2.3535 1.1667 -0.454
H 0.5561 4.7552 0.2340 0.325